## A
37
Properties=species:S:1:pos:R:3:nbo_charge:R:1 method="wB97M-V/def2-TZVPD" homo_lumo_gap_ev=9.637 e_homo_ev=-9.875
Ar 8.53 16.32 17.00 0.006
O 5.20 17.35 19.80 -0.962
H 5.99 17.80 19.50 0.493
H 4.61 17.39 19.04 0.463
O 6.98 14.25 14.86 -0.990
H 7.07 14.07 15.80 0.468
H 6.33 14.94 14.81 0.483
O 7.13 19.36 18.76 -0.976
H 6.53 20.06 18.48 0.476
H 7.94 19.53 18.26 0.479
O 10.25 17.99 19.63 -0.985
H 9.77 17.38 20.20 0.514
H 10.97 18.31 20.18 0.484
O 11.85 13.91 16.45 -0.956
H 12.78 13.77 16.65 0.459
H 11.55 14.53 17.11 0.489
O 11.78 16.15 18.21 -0.979
H 11.14 16.77 18.55 0.493
H 12.61 16.44 18.59 0.472
O 11.84 18.94 15.53 -0.954
H 11.14 19.09 16.17 0.483
H 11.95 17.99 15.52 0.468
O 8.15 18.21 14.69 -0.951
H 8.49 18.25 13.80 0.473
H 8.43 17.36 15.02 0.472
O 8.67 16.05 21.04 -0.956
H 8.22 16.42 21.79 0.485
H 8.00 15.56 20.57 0.487
O 5.28 16.22 15.09 -0.939
H 4.91 16.35 15.96 0.476
H 5.43 17.11 14.77 0.490
O 9.55 19.73 17.41 -0.943
H 9.48 20.49 17.97 0.474
H 9.56 18.98 18.01 0.492
O 6.22 13.67 17.41 -0.941
H 6.68 12.83 17.45 0.481
H 6.25 14.01 18.31 0.472


## B
37
Properties=species:S:1:pos:R:3:nbo_charge:R:1 method="wB97M-V/def2-TZVPD" homo_lumo_gap_ev=9.576 e_homo_ev=-9.959
Ar -0.32 0.38 -0.24 0.002
O 2.74 1.74 -2.94 -0.968
H 3.64 2.01 -3.11 0.460
H 2.79 1.18 -2.17 0.484
O -0.34 3.27 1.59 -0.992
H 0.41 2.70 1.77 0.485
H -1.10 2.74 1.81 0.495
O -0.44 4.20 -1.11 -0.971
H -0.05 3.46 -1.58 0.456
H -0.46 3.91 -0.19 0.497
O -1.47 -2.11 1.15 -0.972
H -1.65 -3.04 1.28 0.482
H -0.52 -2.04 1.22 0.491
O -1.81 -0.29 3.39 -0.961
H -1.68 -1.05 2.83 0.496
H -0.98 -0.19 3.86 0.471
O -0.65 -1.40 -3.19 -0.963
H 0.17 -0.97 -3.43 0.481
H -1.33 -0.82 -3.52 0.497
O -2.64 1.94 1.99 -0.971
H -2.44 1.05 2.29 0.500
H -3.45 1.86 1.50 0.477
O 0.15 -3.45 -1.42 -0.968
H -0.05 -2.72 -2.01 0.507
H 0.58 -4.10 -1.98 0.480
O -3.35 -1.28 -0.91 -0.946
H -2.45 -1.11 -0.63 0.482
H -3.68 -0.42 -1.19 0.461
O 1.88 1.23 1.89 -0.951
H 1.72 0.65 2.63 0.466
H 2.18 0.66 1.18 0.489
O 3.23 0.19 -0.84 -0.954
H 3.03 -0.75 -0.77 0.494
H 4.16 0.25 -0.62 0.486
O 1.38 -2.19 0.62 -0.996
H 1.80 -2.95 1.03 0.475
H 0.98 -2.54 -0.18 0.502


## C
37
Properties=species:S:1:pos:R:3:nbo_charge:R:1 method="wB97M-V/def2-TZVPD" homo_lumo_gap_ev=10.436 e_homo_ev=-10.404
Ar -0.35 0.02 -0.34 0.008
O 1.52 3.72 0.13 -0.982
H 1.51 3.08 0.84 0.496
H 2.32 3.52 -0.36 0.490
O -3.17 -2.68 -0.83 -0.982
H -3.29 -3.26 -1.58 0.472
H -3.44 -1.81 -1.15 0.502
O -0.17 -0.89 2.71 -0.961
H -1.05 -0.89 3.08 0.467
H -0.20 -1.54 2.01 0.488
O -0.24 2.82 -2.30 -0.976
H 0.20 3.19 -1.53 0.492
H -1.12 2.59 -1.98 0.476
O 1.74 1.50 2.74 -0.956
H 0.80 1.65 2.88 0.464
H 1.78 0.63 2.35 0.493
O -1.10 -3.24 1.48 -0.972
H -1.60 -3.29 0.66 0.510
H -1.38 -4.00 1.98 0.488
O -3.92 0.12 -1.52 -0.971
H -3.50 0.86 -1.07 0.501
H -4.73 -0.02 -1.05 0.468
O 2.57 -1.11 1.05 -0.967
H 3.16 -1.83 1.22 0.482
H 1.97 -1.44 0.38 0.491
O 2.19 0.96 -2.52 -0.976
H 2.07 0.38 -3.28 0.480
H 1.37 1.44 -2.46 0.496
O -2.41 2.15 -0.33 -0.967
H -1.56 1.89 0.02 0.489
H -2.42 3.10 -0.26 0.490
O 0.87 -3.56 -0.39 -0.973
H 0.28 -3.59 0.36 0.482
H 1.34 -4.39 -0.36 0.468
O 3.54 1.60 -0.04 -0.982
H 3.25 0.80 0.39 0.488
H 3.18 1.54 -0.93 0.483


Stability summary: most stable C, least stable A.


## A
16
Properties=species:S:1:pos:R:3:nbo_charge:R:1 method="wB97M-V/def2-TZVPD" homo_lumo_gap_ev=10.377 e_homo_ev=-9.605 smiles="C#CC(O)(C=C)C=C"
C 1.43 -0.47 2.62 -0.276
C 1.31 -0.07 1.47 -0.023
C 0.72 0.25 -0.02 0.152
O 1.60 1.10 -0.72 -0.694
C 0.23 -1.04 -0.66 -0.211
C 0.20 -2.27 -0.16 -0.388
C -0.67 0.96 0.15 -0.176
C -1.15 1.65 -0.87 -0.392
H 1.74 -0.56 3.63 0.235
H 2.37 0.61 -1.05 0.482
H -0.37 -0.70 -1.54 0.217
H -0.17 -3.01 -0.86 0.212
H 0.77 -2.53 0.75 0.224
H -1.23 0.82 1.11 0.230
H -2.16 2.10 -0.84 0.205
H -0.58 1.87 -1.69 0.204


## B
16
Properties=species:S:1:pos:R:3:nbo_charge:R:1 method="wB97M-V/def2-TZVPD" homo_lumo_gap_ev=8.921 e_homo_ev=-8.513 smiles="C=C1CC(=C)[C@@H]2O[C@@H]12"
C 2.61 -0.76 0.11 -0.400
C 1.30 -0.44 -0.21 -0.032
C 0.05 -1.35 0.03 -0.422
C -1.38 -0.26 -0.02 -0.047
C -2.66 -0.70 -0.15 -0.385
C -0.65 0.88 0.41 -0.002
O 0.14 2.10 -0.03 -0.410
C 0.67 0.85 -0.43 0.020
H 3.02 -1.74 0.41 0.204
H 3.23 0.00 0.22 0.188
H -0.16 -1.47 1.29 0.241
H -0.01 -2.24 -0.58 0.223
H -3.54 -0.11 0.06 0.220
H -2.72 -1.95 -0.05 0.212
H -0.53 1.07 1.62 0.207
H 0.02 0.40 -1.18 0.183


## C
16
Properties=species:S:1:pos:R:3:nbo_charge:R:1 method="wB97M-V/def2-TZVPD" homo_lumo_gap_ev=9.047 e_homo_ev=-8.487 smiles="COC=C1C=CC=C1"
C -2.77 0.03 -0.09 -0.248
O -1.53 0.57 0.18 -0.490
C -0.54 -0.36 0.21 0.263
C 0.77 -0.13 0.11 -0.207
C 1.91 -1.05 -0.06 -0.217
C 3.04 -0.35 -0.07 -0.234
C 2.67 1.10 0.04 -0.230
C 1.35 1.19 0.13 -0.228
H -2.63 -1.10 -0.19 0.170
H -3.00 0.21 -1.12 0.183
H -3.58 0.40 0.60 0.200
H -0.96 -1.38 0.38 0.166
H 1.88 -2.14 -0.37 0.218
H 3.97 -0.75 -0.34 0.212
H 3.37 1.95 0.12 0.215
H 0.80 2.19 0.18 0.226


Stability summary: most stable C, least stable B.


## A
16
Properties=species:S:1:pos:R:3:nbo_charge:R:1 method="wB97M-V/def2-TZVPD" homo_lumo_gap_ev=9.470 e_homo_ev=-8.940
C 3.21 -0.43 0.76 -0.540
C 3.11 -0.61 -0.68 -0.535
C 2.11 0.16 0.03 0.635
C -3.86 0.60 -0.34 -0.840
O -1.75 -1.19 -0.59 -0.956
O -1.60 0.90 0.78 -0.940
O 1.06 0.76 -0.03 -0.537
S -2.51 -0.44 0.42 1.481
H 3.11 -1.37 1.44 0.244
H 4.00 0.11 1.22 0.249
H 3.72 -0.01 -1.39 0.248
H 2.53 -1.55 -0.99 0.257
H -3.93 0.65 -1.48 0.249
H -4.75 0.18 -0.08 0.212
H -3.82 1.46 0.30 0.244
H -0.63 0.77 0.62 0.529


## B
16
Properties=species:S:1:pos:R:3:nbo_charge:R:1 method="wB97M-V/def2-TZVPD" homo_lumo_gap_ev=10.191 e_homo_ev=-9.365
C 1.28 -0.02 -1.32 0.126
C 1.66 0.26 1.20 -0.658
C -2.29 -0.79 0.30 -0.268
C 1.96 -0.14 -0.19 -0.275
O 0.14 0.66 -1.61 -0.721
O -2.23 1.50 -1.41 -0.903
O -1.31 0.17 0.49 -0.724
S -0.99 1.37 -0.62 1.758
H 1.64 -0.53 -2.24 0.200
H 1.44 -0.58 1.85 0.226
H 0.83 0.97 1.38 0.215
H 2.41 0.89 1.63 0.222
H -3.30 -0.47 0.67 0.192
H -1.80 -1.65 0.85 0.201
H -2.41 -1.04 -0.75 0.195
H 2.96 -0.60 -0.26 0.216


## C
16
Properties=species:S:1:pos:R:3:nbo_charge:R:1 method="wB97M-V/def2-TZVPD" homo_lumo_gap_ev="7.606 / 7.611" e_homo_ev="-8.967 / -8.968"
C -0.38 -1.92 -0.14 -0.670
C 0.40 1.64 0.71 -0.092
C 0.87 1.45 -0.81 -0.113
C -1.83 -1.35 -0.16 -0.648
O 2.92 -1.02 0.48 -0.568
O 0.26 0.36 1.27 -0.678
O 0.59 0.12 -1.14 -0.649
S 0.80 -0.82 0.19 1.696
H -0.15 -2.83 0.44 0.240
H 1.09 2.24 1.21 0.194
H -0.70 2.06 0.82 0.185
H 0.36 2.09 -1.48 0.206
H 1.93 1.65 -0.87 0.198
H -1.76 -0.64 -1.05 0.230
H -2.53 -2.26 -0.26 0.244
H -1.88 -0.79 0.79 0.225


Stability summary: most stable B, least stable C.